1.
{"formula": "C37H37ClKNO3P2SSe2Te2", "method": "ωB97M-V/def2-TZVPD", "species": ["K", "Se", "Te", "Te", "Se", "C", "S", "C", "C", "C", "N", "P", "C", "C", "C", "C", "C", "C", "C", "C", "C", "C", "C", "C", "P", "C", "C", "C", "C", "C", "C", "C", "C", "C", "C", "C", "C", "H", "H", "H", "H", "H", "H", "H", "H", "H", "H", "H", "H", "H", "H", "H", "H", "H", "H", "H", "H", "H", "H", "H", "H", "H", "H", "H", "H", "H", "C", "C", "C", "C", "Cl", "C", "C", "C", "O", "C", "C", "O", "O", "H", "H", "H", "H", "H", "H", "H", "H"], "coordinates": [[-0.5929, -2.0339, -3.2431], [0.0584, -3.7176, -5.8042], [-1.2200, -5.5238, -4.5762], [-0.9550, -5.1950, -1.8724], [0.6571, -6.8399, -0.9405], [-4.0521, 3.6250, 1.5917], [-3.4039, 1.9494, 1.4391], [-1.6811, 2.4052, 1.1271], [-0.8017, 1.1989, 0.8241], [0.5974, 1.6983, 0.4414], [1.3796, 0.8153, -0.4210], [2.5559, -0.3205, 0.0960], [3.5631, 0.6981, 1.2594], [3.1675, 1.0892, 2.5394], [3.9701, 1.9167, 3.3123], [5.1898, 2.3636, 2.8205], [5.6067, 1.9692, 1.5578], [4.7991, 1.1405, 0.7888], [1.7130, -1.4818, 1.2219], [0.5713, -2.1158, 0.7234], [0.0385, -3.2181, 1.3700], [0.6257, -3.6919, 2.5359], [1.7482, -3.0619, 3.0474], [2.2993, -1.9709, 2.3876], [1.0609, 0.6693, -2.1299], [2.6151, 1.3300, -2.8591], [3.4524, 2.2321, -2.2071], [4.6123, 2.6861, -2.8167], [4.9491, 2.2402, -4.0895], [4.1262, 1.3345, -4.7433], [2.9684, 0.8771, -4.1272], [-0.0462, 2.1198, -2.4190], [-1.4202, 1.8731, -2.4156], [-2.3239, 2.9127, -2.6021], [-1.8681, 4.2052, -2.8118], [-0.5021, 4.4562, -2.8437], [0.4011, 3.4206, -2.6521], [-5.1236, 3.5524, 1.7741], [-3.8869, 4.1876, 0.6713], [-3.5874, 4.1522, 2.4266], [-1.3032, 2.9602, 1.9928], [-1.6718, 3.0786, 0.2641], [-1.2352, 0.6133, 0.0085], [-0.7465, 0.5214, 1.6798], [1.1816, 1.9055, 1.3412], [0.4904, 2.6601, -0.0688], [2.2305, 0.7259, 2.9449], [3.6439, 2.2103, 4.3028], [5.8163, 3.0083, 3.4254], [6.5633, 2.3006, 1.1717], [5.1248, 0.8294, -0.1972], [0.1018, -1.7714, -0.1936], [-0.8097, -3.7306, 0.9384], [0.2231, -4.5715, 3.0209], [2.2216, -3.4392, 3.9464], [3.2114, -1.5268, 2.7685], [3.1982, 2.5645, -1.2069], [5.2585, 3.3830, -2.2951], [5.8588, 2.5883, -4.5638], [4.3926, 0.9662, -5.7261], [2.3437, 0.1447, -4.6280], [-1.7821, 0.8635, -2.2426], [-3.3869, 2.7041, -2.5816], [-2.5727, 5.0149, -2.9613], [-0.1386, 5.4613, -3.0218], [1.4631, 3.6291, -2.6847], [-3.3745, -1.2946, 3.4043], [-3.3448, -2.5917, 2.6512], [-3.0852, -3.7918, 3.2874], [-2.9969, -4.9708, 2.5597], [-2.6429, -6.4605, 3.4057], [-3.1615, -4.9728, 1.1916], [-3.4520, -3.7785, 0.5370], [-3.5440, -2.5953, 1.2610], [-3.7869, -1.3756, 0.7059], [-4.1721, -1.3404, -0.6673], [-3.0320, -1.6747, -1.6528], [-3.2756, -2.5056, -2.5379], [-1.9473, -1.0361, -1.4863], [-3.1875, -1.4630, 4.4659], [-4.3328, -0.7863, 3.2852], [-2.6174, -0.6104, 3.0188], [-2.9240, -3.8090, 4.3587], [-3.0269, -5.8794, 0.6169], [-3.5390, -3.7852, -0.5418], [-4.4799, -0.3065, -0.8332], [-5.0151, -2.0128, -0.8451]], "forces_ev_per_a": [[0.3, -0.6, -0.6], [0.1, -0.1, -0.1], [0.0, 0.0, 0.0], [-0.1, -0.1, -0.1], [0.1, 0.0, 0.1], [0.0, 0.0, 0.0], [0.0, 0.0, 0.0], [0.0, 0.0, 0.0], [0.0, 0.0, -0.1], [0.1, 0.0, 0.0], [0.0, -0.1, -0.1], [0.0, 0.0, 0.1], [0.0, 0.0, -0.1], [0.0, 0.0, 0.1], [0.0, 0.0, 0.0], [0.0, 0.0, 0.0], [0.0, 0.0, 0.0], [0.0, 0.0, 0.0], [-0.1, 0.0, -0.1], [0.0, 0.0, 0.0], [0.0, 0.0, 0.0], [0.0, 0.0, 0.0], [0.0, 0.0, 0.0], [0.1, 0.0, 0.0], [0.1, 0.2, 0.1], [0.0, 0.0, 0.0], [0.1, 0.0, 0.0], [0.0, 0.0, 0.0], [0.0, 0.0, 0.0], [0.0, 0.0, 0.0], [0.0, 0.0, 0.0], [-0.1, 0.0, 0.0], [0.0, 0.0, 0.0], [0.0, 0.0, 0.0], [0.0, 0.0, 0.0], [0.0, 0.0, 0.0], [0.0, 0.0, 0.0], [0.0, 0.0, 0.0], [0.0, 0.0, 0.0], [0.0, 0.0, 0.0], [0.0, 0.0, 0.0], [0.0, 0.0, 0.0], [0.0, 0.0, 0.0], [0.0, 0.0, 0.0], [0.0, 0.0, 0.0], [0.0, 0.0, 0.0], [0.0, 0.0, 0.0], [0.0, 0.0, 0.0], [0.0, 0.0, 0.0], [0.0, 0.0, 0.0], [0.0, 0.0, 0.0], [0.0, 0.0, 0.0], [0.0, 0.0, 0.0], [0.0, 0.0, 0.0], [0.0, 0.0, 0.0], [0.0, 0.0, 0.0], [0.0, 0.0, 0.0], [0.0, 0.0, 0.0], [0.0, 0.0, 0.0], [0.0, 0.0, 0.0], [0.0, 0.0, 0.0], [0.0, 0.0, 0.0], [0.0, 0.0, 0.0], [0.0, 0.0, 0.0], [0.0, 0.0, 0.0], [0.0, 0.0, 0.0], [0.0, 0.0, 0.0], [0.0, 0.0, -0.1], [0.0, 0.0, 0.0], [0.0, 0.0, 0.0], [0.0, 0.0, 0.0], [-0.1, 0.0, 0.0], [0.0, 0.1, 0.1], [0.1, 0.0, 0.0], [-0.1, 0.0, 0.1], [0.1, -0.1, 0.1], [0.1, 0.1, 0.1], [0.0, 0.2, -0.1], [-0.6, 0.3, 0.6], [0.0, 0.0, 0.0], [0.0, 0.0, 0.0], [0.0, 0.0, 0.0], [0.0, 0.0, 0.0], [0.0, 0.0, 0.0], [0.0, 0.0, 0.0], [0.0, 0.0, 0.0], [0.0, 0.0, 0.0]], "lowdin_charge": [0.32, -0.57, -0.04, -0.04, -0.56, -0.44, 0.83, -0.50, -0.24, -0.25, -0.48, 1.03, -0.36, -0.12, -0.09, -0.11, -0.10, -0.12, -0.37, -0.08, -0.06, -0.06, -0.09, -0.12, 1.02, -0.38, -0.14, -0.10, -0.10, -0.09, -0.09, -0.34, -0.09, -0.08, -0.10, -0.09, -0.09, 0.02, 0.03, 0.03, 0.08, 0.06, 0.08, 0.11, 0.09, 0.10, 0.10, 0.10, 0.09, 0.10, 0.09, 0.08, 0.06, 0.10, 0.09, 0.09, 0.10, 0.10, 0.09, 0.10, 0.11, 0.08, 0.11, 0.09, 0.09, 0.09, -0.04, -0.20, -0.09, -0.67, 0.61, -0.13, -0.03, -0.23, -0.07, -0.09, -0.70, -0.06, -0.23, 0.07, 0.08, 0.06, 0.10, 0.09, 0.09, 0.11, 0.13], "e_tot_ev": -250147.185, "spin_multiplicity": 1, "charge": -2}

***

2.
{"formula": "C37H37F3O2P2Zr", "method": "ωB97M-V/def2-TZVPD", "species": ["Zr", "C", "C", "C", "C", "C", "C", "C", "C", "C", "H", "H", "H", "H", "H", "H", "H", "H", "H", "H", "H", "H", "H", "H", "H", "P", "P", "C", "C", "C", "C", "C", "C", "C", "C", "C", "C", "C", "C", "C", "C", "C", "C", "C", "C", "C", "C", "C", "C", "C", "C", "C", "C", "H", "H", "H", "H", "H", "H", "H", "H", "H", "H", "H", "H", "H", "H", "H", "H", "H", "H", "H", "H", "H", "H", "F", "C", "F", "F", "C", "O", "O"], "coordinates": [[0.9190, -0.0985, -1.4120], [1.0450, 1.7487, -2.5912], [1.0295, 2.8076, -1.4985], [-0.3528, 3.4494, -1.1343], [-1.5436, 2.5149, -1.1522], [-1.2391, 1.0084, -0.8811], [-1.0763, 0.0905, -2.0856], [-1.1127, 0.7039, -3.4716], [-0.0898, 1.8471, -3.6213], [0.7065, -2.2896, -1.9233], [1.9923, 1.8482, -3.1380], [1.6357, 3.6465, -1.8923], [-0.5446, 4.2703, -1.8416], [-0.2933, 3.9392, -0.1518], [-2.2412, 2.8396, -0.3677], [-2.1042, 2.5887, -2.0866], [-2.2046, 0.6431, -0.4764], [-1.6251, -0.8535, -1.9637], [-2.1292, 1.0499, -3.7261], [-0.8693, -0.0768, -4.2112], [0.3613, 1.8160, -4.6251], [-0.6008, 2.8144, -3.5632], [0.1705, -2.5493, -2.8479], [0.2000, -2.8228, -1.1024], [1.7169, -2.7347, -1.9768], [2.1019, 2.5802, 0.0286], [-2.3358, -3.3553, 0.7614], [0.9337, 1.2827, 0.6211], [-0.3240, 0.7753, 0.2952], [2.5085, 3.2992, 1.6342], [2.0453, 4.5635, 2.0299], [2.2260, 4.9555, 3.3542], [2.8755, 4.1096, 4.2705], [3.3387, 2.8442, 3.8653], [3.1147, 2.4331, 2.5584], [3.6533, 1.6914, -0.4258], [3.6803, 0.7393, -1.4921], [4.4756, -0.4089, -1.3604], [5.4919, -0.4476, -0.4158], [5.7090, 0.6671, 0.4035], [4.8268, 1.7511, 0.3613], [-3.7324, -2.9724, 1.7641], [-3.4181, -2.3743, 3.0229], [-4.4006, -2.2533, 3.9848], [-5.7120, -2.6962, 3.7194], [-6.0343, -3.2488, 2.4668], [-5.0534, -3.4078, 1.4966], [-3.0820, -3.4012, -0.8193], [-2.5993, -4.4215, -1.6925], [-2.7085, -4.2530, -3.0613], [-3.3182, -3.0971, -3.5799], [-3.9212, -2.1640, -2.7204], [-3.8421, -2.3239, -1.3403], [1.3084, 0.8940, 1.5727], [-0.7198, 0.0077, 0.9811], [1.5443, 5.1960, 1.2919], [1.8510, 5.9275, 3.6863], [3.0083, 4.4167, 5.3061], [3.8523, 2.1734, 4.5570], [3.4101, 1.4263, 2.2432], [3.2391, 0.9285, -2.4799], [4.2701, -1.2737, -2.0024], [6.1067, -1.3404, -0.3021], [6.5540, 0.6532, 1.1029], [5.0197, 2.6327, 0.9762], [-2.3942, -2.0227, 3.1879], [-4.1616, -1.7997, 4.9516], [-6.4829, -2.5905, 4.4820], [-7.0626, -3.5479, 2.2507], [-5.2971, -3.8599, 0.5321], [-2.1317, -5.3040, -1.2519], [-2.3161, -5.0163, -3.7379], [-3.3417, -2.9387, -4.6592], [-4.4600, -1.3068, -3.1333], [-4.3398, -1.6292, -0.6622], [3.7424, -1.4123, 2.2099], [2.4577, -1.5501, 2.6214], [2.3709, -2.6505, 3.3958], [2.1742, -0.4598, 3.4151], [1.4239, -1.5643, 1.4333], [1.8485, -1.1551, 0.2876], [0.2758, -1.9023, 1.7554]], "forces_ev_per_a": [[1.0, -3.7, -0.1], [0.9, -0.4, -0.8], [0.9, 4.5, -0.6], [0.5, 0.4, 0.1], [-0.2, -0.5, 0.4], [-2.4, 1.1, 0.4], [0.4, -0.9, -1.0], [-0.5, 0.0, -0.3], [-0.3, 0.4, -0.2], [0.3, 0.0, -0.6], [-0.5, 0.3, 0.1], [-0.6, 0.2, -0.4], [0.2, -0.3, 0.2], [0.1, -0.1, -0.2], [0.2, -0.1, -0.2], [0.1, -0.1, 0.1], [0.5, 0.0, 0.1], [0.0, 0.5, -0.2], [0.2, 0.0, -0.1], [-0.1, 0.1, 0.3], [-0.2, 0.0, 0.3], [0.1, -0.1, -0.2], [0.1, 0.1, 0.1], [0.1, 0.3, 0.0], [-0.2, 0.0, 0.0], [-0.2, -3.2, -0.7], [-1.2, -0.1, 0.5], [-1.2, -0.7, 2.0], [1.4, 1.2, 1.6], [-0.8, 1.2, 0.2], [0.2, -0.3, -0.1], [0.1, 0.0, 0.3], [0.0, -0.2, -0.5], [-0.3, 0.5, -0.1], [0.1, -0.5, -0.2], [0.8, 0.1, -1.0], [0.0, -0.6, 0.5], [0.0, 0.4, -0.4], [-0.2, 0.0, 0.8], [0.3, -0.2, -0.5], [-0.6, -0.1, 0.3], [0.7, 0.4, 0.5], [-0.2, -0.3, -0.2], [-0.2, 0.2, 0.3], [0.5, 0.1, -0.5], [0.0, 0.0, 0.1], [-0.2, 0.3, 0.0], [0.2, -0.8, -0.9], [0.1, 0.8, -0.1], [-0.2, -0.2, -0.2], [-0.1, 0.0, 0.4], [-0.1, -0.1, -0.2], [0.2, -0.3, 0.0], [-0.3, 0.1, -0.2], [0.5, 0.4, -0.1], [0.2, 0.0, 0.4], [0.2, -0.4, -0.1], [0.0, 0.0, -0.3], [-0.2, 0.3, -0.2], [-0.1, 0.5, 0.4], [-0.4, -0.4, 0.9], [0.5, 0.5, -0.1], [-0.1, 0.3, 0.0], [-0.4, 0.2, -0.4], [-0.2, -0.5, 0.1], [-0.4, -0.2, 0.1], [-0.1, -0.2, -0.4], [0.2, -0.1, -0.2], [0.4, 0.0, 0.1], [0.1, 0.1, 0.4], [0.1, 0.3, -0.3], [-0.2, 0.3, 0.2], [-0.1, -0.1, 0.3], [0.2, -0.3, 0.1], [0.3, 0.0, -0.2], [-0.9, -0.1, 0.3], [0.4, -0.2, 0.3], [0.1, 1.0, -0.8], [0.2, -0.7, -0.6], [-0.6, -0.3, -0.1], [0.0, -0.4, 1.6], [1.1, 0.6, -0.6]], "lowdin_charge": [1.60, -0.37, -0.38, -0.16, -0.12, -0.32, -0.34, -0.20, -0.18, -0.24, 0.08, 0.12, 0.13, 0.11, 0.13, 0.12, 0.15, 0.08, 0.12, 0.12, 0.13, 0.11, 0.00, -0.02, 0.00, 1.18, 1.31, -0.19, -0.14, -0.31, -0.06, -0.05, -0.02, -0.03, -0.12, -0.25, -0.14, -0.06, -0.04, -0.03, -0.07, -0.44, -0.09, -0.05, 0.00, -0.04, -0.06, -0.48, -0.08, -0.05, -0.02, -0.06, -0.09, 0.08, 0.13, 0.11, 0.12, 0.12, 0.13, 0.10, 0.09, 0.13, 0.13, 0.13, 0.12, 0.10, 0.12, 0.13, 0.12, 0.12, 0.12, 0.13, 0.12, 0.12, 0.12, 0.14, -0.47, 0.16, 0.11, -0.51, -0.18, 0.00], "e_tot_ev": -71054.244, "spin_multiplicity": 1, "charge": 2}

***

no.,frontier orbital gap (eV)
1,3.79
2,5.46